Density functional theory data (wB97M-V/def2-TZVPD) for a cluster of 4 separate species, C4H9N3O in total at a distorted geometry.

```
17
Properties=species:S:1:pos:R:3:forces:R:3:nbo_charge:R:1
C -0.835 -0.361 1.989 1.65 -6.30 -0.53 -0.4613
C -2.003 1.218 0.805 -1.85 1.25 -0.60 -0.3316
C 1.198 0.490 -0.077 -3.79 1.31 -4.60 0.3401
C 2.236 -1.264 -2.986 -1.41 1.67 2.54 -0.1596
H 0.148 -0.955 2.100 -0.90 1.74 0.72 0.2138
H -1.386 -1.416 1.673 0.42 2.40 -0.86 0.1845
H -1.480 -0.313 2.851 0.88 1.52 0.64 0.2465
H -2.975 0.044 1.826 1.15 2.91 -2.46 0.1115
H -2.251 0.971 -0.900 0.41 0.85 4.29 0.2324
H -2.003 2.843 1.308 -0.42 -4.21 -1.37 0.2136
H 1.813 1.048 0.742 -1.36 -1.41 -1.53 0.2294
H 3.424 -0.946 -3.081 -3.27 -1.02 0.21 0.2039
H 1.737 -2.288 -3.448 1.47 3.19 0.97 0.2363
N -0.709 0.695 1.036 -2.28 -0.14 -0.36 -0.4839
N -0.166 0.331 -0.270 6.26 0.56 3.48 -0.2388
N 1.356 -0.577 -2.187 2.85 -3.03 -2.41 -0.1259
O 1.895 0.479 -1.384 0.20 -1.31 1.88 -0.4108
```
Forces are in eV/Å.

Output
HOMO-LUMO gap	8.23	eV
relative energy (zero: lowest compared OMol25 entry of this formula, charge and spin)	16.153	eV
2S+1	1
highest occupied orbital energy	-8.5	eV

Density functional theory data (wB97M-V/def2-TZVPD) for the molecule C4H9N3O at a distorted geometry.

```
17
Properties=species:S:1:pos:R:3:forces:R:3:nbo_charge:R:1
C 2.872 1.052 -1.317 0.90 -2.01 -1.08 -0.4531
N 1.611 0.410 -0.900 -1.72 2.35 2.07 -0.5277
C 1.056 1.151 0.079 3.14 -2.24 -2.60 0.2701
N -0.032 0.937 0.821 -1.86 -0.69 1.11 -0.5883
C -0.903 -0.020 0.679 0.11 -0.93 -0.25 0.5176
C -1.943 -0.362 1.799 1.07 1.30 -2.13 -0.6607
N -0.936 -0.823 -0.467 1.21 0.96 0.89 -0.3483
O -1.704 -1.991 -0.441 -0.17 0.31 -0.18 -0.5490
H 3.722 0.829 -0.648 -0.49 0.38 0.24 0.1921
H 3.224 0.568 -2.249 -0.41 0.16 0.23 0.1996
H 2.807 2.096 -1.564 -0.20 0.57 0.32 0.1928
H 1.754 1.895 0.454 -0.57 0.76 0.20 0.1446
H -2.869 -0.488 1.233 -0.26 0.02 0.63 0.2246
H -1.955 0.485 2.508 -0.08 -0.69 -0.30 0.2438
H -1.650 -1.318 2.209 -0.04 -0.10 0.35 0.2397
H -0.009 -0.924 -0.937 -0.80 0.10 0.28 0.4283
H -2.393 -1.806 -1.099 0.17 -0.25 0.22 0.4738
```
Forces are in eV/Å.

Output
HOMO-LUMO gap	9.42	eV
structure (SMILES)	C/N=C/N=C(/C)NO
relative energy (zero: lowest compared OMol25 entry of this formula, charge and spin)	3.433	eV
2S+1	1
highest occupied orbital energy	-8.8	eV

Density functional theory data (wB97M-V/def2-TZVPD) for a cluster of 2 separate species, C4H9N3O in total at a distorted geometry.

```
17
Properties=species:S:1:pos:R:3:forces:R:3:nbo_charge:R:1
H 0.826 -2.117 0.946 0.10 0.04 0.59 0.3673
N 0.342 -1.335 1.378 1.08 -1.07 -1.82 -0.9280
C -0.410 -0.654 0.583 -0.47 4.02 3.05 0.5664
N -1.799 -0.779 0.758 0.05 0.41 -1.10 -0.8758
C -0.011 1.083 0.466 -0.69 -1.93 1.40 -0.3617
C 1.053 1.542 1.121 0.09 -0.21 -0.95 -0.3460
H -2.311 0.087 0.644 -0.13 -0.21 0.15 0.3694
H -2.032 -1.320 1.581 0.14 0.11 -0.26 0.4085
H -0.781 1.766 0.106 0.01 -0.03 -0.13 0.1812
H 1.310 2.597 1.162 -0.27 0.00 0.06 0.1949
H 1.834 0.865 1.460 -0.35 -0.19 0.23 0.2213
N -0.182 -0.790 -1.384 0.74 0.63 -0.74 -0.7880
C 0.781 0.279 -1.693 0.95 -2.76 -1.00 0.5533
O 1.964 0.026 -1.629 -1.47 0.70 -0.01 -0.5306
H 0.192 -1.729 -1.523 0.00 0.38 -0.08 0.4179
H -1.114 -0.666 -1.771 0.20 -0.07 0.06 0.4036
H 0.338 1.145 -2.203 0.03 0.19 0.55 0.1462
```
Forces are in eV/Å.

Output
HOMO-LUMO gap	7.96	eV
structure (SMILES)	[H]/N=C(\N)C=C.NC=O
relative energy (zero: lowest compared OMol25 entry of this formula, charge and spin)	4.856	eV
2S+1	1
highest occupied orbital energy	-7.5	eV

Density functional theory data (wB97M-V/def2-TZVPD) for the molecule C4H9N3O at a distorted geometry.

```
17
Properties=species:S:1:pos:R:3:forces:R:3:nbo_charge:R:1
C -1.264 -0.477 1.749 0.34 -0.15 0.11 -0.4196
N -0.118 -0.083 0.944 -0.83 0.47 -0.94 -0.3100
N 0.853 -1.093 0.985 0.46 -0.22 -0.10 -0.6705
C -0.515 0.323 -0.467 0.36 -0.47 1.67 0.2381
O -0.638 -0.746 -1.349 0.08 -0.03 -0.18 -0.7079
C 0.498 1.396 -0.883 1.22 0.39 -1.29 -0.5409
C 1.524 0.894 -1.860 -1.29 -0.18 0.66 0.2785
N 2.167 0.298 -2.602 0.30 0.13 -0.07 -0.3387
H -0.885 -0.709 2.751 -0.22 0.02 -0.22 0.2179
H -1.953 0.363 1.810 -0.09 -0.03 0.02 0.1956
H -1.782 -1.356 1.343 -0.04 0.02 0.07 0.1726
H 0.599 -1.906 0.419 -0.01 0.19 -0.04 0.3335
H 1.744 -0.723 0.664 -0.12 -0.13 0.10 0.3537
H -1.511 0.774 -0.388 0.27 -0.03 0.02 0.1859
H 0.230 -0.961 -1.727 -0.18 0.03 0.02 0.4834
H 1.067 1.772 -0.033 -0.36 0.00 0.15 0.2707
H -0.015 2.236 -1.356 0.10 0.00 0.00 0.2578
```
Forces are in eV/Å.

Output
HOMO-LUMO gap	9.86	eV
structure (SMILES)	CN(N)[C@H](O)CC#N
relative energy (zero: lowest compared OMol25 entry of this formula, charge and spin)	2.330	eV
2S+1	1
highest occupied orbital energy	-9.1	eV

Density functional theory data (wB97M-V/def2-TZVPD) for the molecule C4H9N3O at a distorted geometry.

```
17
Properties=species:S:1:pos:R:3:forces:R:3:nbo_charge:R:1
C -1.701 -0.273 -1.222 1.19 2.48 0.33 -0.4333
N -0.745 -0.127 0.025 -0.58 -0.28 -3.26 -0.3774
C -1.528 -0.229 1.242 -1.77 -0.91 0.09 -0.4239
N 0.177 0.989 -0.167 1.00 -2.06 0.69 -0.3439
C 1.407 0.496 -0.088 -0.24 0.38 1.42 0.3152
N 2.443 1.334 -0.001 -2.62 4.60 -2.22 -0.7798
C 1.785 -0.959 0.076 4.33 -2.68 -2.22 0.3386
O 2.978 -1.483 -0.157 -6.29 3.28 1.63 -0.5052
H -1.336 -0.703 -2.214 0.52 0.37 1.70 0.2093
H -1.999 0.848 -1.515 -0.08 -2.50 0.82 0.1992
H -2.462 -0.956 -0.854 -0.55 0.54 -0.35 0.1984
H -1.957 -1.370 0.941 0.59 3.10 2.05 0.2113
H -0.876 -0.228 2.227 -1.34 -0.07 -2.16 0.2195
H -2.475 0.598 1.351 2.46 -2.16 -0.21 0.1725
H 3.322 1.218 0.387 1.58 -0.93 0.50 0.4154
H 2.123 2.354 -0.212 1.14 -2.47 0.81 0.4008
H 0.842 -1.511 0.180 0.66 -0.71 0.37 0.1834
```
Forces are in eV/Å.

Output
HOMO-LUMO gap	7.66	eV
structure (SMILES)	CN(C)/N=C(/N)C=O
relative energy (zero: lowest compared OMol25 entry of this formula, charge and spin)	5.342	eV
2S+1	1
highest occupied orbital energy	-8.2	eV

Density functional theory data (wB97M-V/def2-TZVPD) for a structure of composition C4H9N3O at a distorted geometry.

```
17
Properties=species:S:1:pos:R:3:forces:R:3:nbo_charge:R:1
C -1.523 1.502 -1.395 0.00 0.20 0.09 -0.4222
N -0.096 0.492 0.241 0.25 -0.72 -1.08 0.0434
N -0.137 1.217 -1.017 0.01 0.54 0.90 -0.5039
C 0.295 -0.794 0.050 1.48 1.75 -0.75 0.4123
C 0.757 -1.605 1.163 -0.22 -0.27 0.12 -0.2968
C 0.865 -1.203 2.429 -0.30 -0.02 -0.11 -0.2721
O 0.453 1.337 1.112 -0.26 -0.22 1.40 -0.6981
N 0.496 -1.118 -1.243 -1.30 1.29 0.44 -0.8294
H 0.335 2.064 -0.519 -0.47 -1.06 -1.63 0.4485
H 0.279 0.051 -1.775 1.17 -1.46 1.22 0.4510
H 1.074 -1.942 -1.352 -0.31 0.13 -0.48 0.3970
H 1.014 -2.619 0.877 -0.08 -0.09 0.12 0.2057
H -2.010 0.555 -1.621 -0.12 0.11 -0.05 0.2064
H -1.510 2.139 -2.279 -0.05 -0.07 -0.06 0.2057
H -2.049 2.019 -0.590 -0.02 -0.10 -0.04 0.2082
H 1.097 -1.912 3.209 0.33 -0.10 -0.02 0.1955
H 0.659 -0.183 2.710 -0.10 0.10 -0.06 0.2487
```
Forces are in eV/Å.

Output
HOMO-LUMO gap (spin up / spin down)	7.76 / 7.76	eV
relative energy (zero: lowest compared OMol25 entry of this formula, charge and spin)	5.794	eV
2S+1	1
highest occupied orbital energy (spin up / spin down)	-7.4 / -7.4	eV

Density functional theory data (wB97M-V/def2-TZVPD) for a structure of composition C4H9N3O at a distorted geometry.

```
17
Properties=species:S:1:pos:R:3:forces:R:3:nbo_charge:R:1
C -0.981 1.217 -1.798 -1.34 3.25 -0.41 -0.4106
C 1.270 1.191 -0.756 6.84 2.22 1.46 0.2833
C 0.116 -0.724 0.950 -1.56 1.65 -3.62 0.0454
C -0.729 -1.482 1.793 -0.37 -2.13 2.96 -0.1069
H -0.762 2.552 -2.196 -0.56 -4.59 1.09 0.2035
H -2.052 1.248 -1.203 2.99 -0.07 -1.57 0.2456
H -1.099 0.477 -2.693 0.53 1.55 1.60 0.2205
H 1.466 1.793 -1.566 0.47 1.34 -2.42 0.1479
H 3.222 1.330 -0.218 -1.49 0.52 -0.20 0.3631
H 1.130 -0.603 1.077 2.17 0.37 0.59 0.2236
H -1.772 -1.293 1.545 -0.02 0.05 0.27 0.1935
H -0.439 -1.140 2.859 -0.99 -0.59 -1.35 0.1950
H -0.732 -3.451 1.083 -0.12 1.04 0.02 0.4787
N 0.060 0.806 -0.801 -5.37 -2.33 -0.17 -0.2858
N 2.264 1.129 0.128 -1.86 -1.88 -0.42 -0.7903
N -0.531 -0.160 -0.023 0.42 -0.09 1.68 -0.2656
O -0.431 -2.892 1.818 0.28 -0.31 0.48 -0.7411
```
Forces are in eV/Å.

Output
HOMO-LUMO gap	9.22	eV
relative energy (zero: lowest compared OMol25 entry of this formula, charge and spin)	5.367	eV
2S+1	1
highest occupied orbital energy	-8.5	eV

Density functional theory data (wB97M-V/def2-TZVPD) for a structure of composition C4H9N3O2 at a distorted geometry.

```
18
Properties=species:S:1:pos:R:3:forces:R:3:nbo_charge:R:1
C -1.216 0.164 -1.329 0.44 -1.03 0.54 -0.3884
C 0.760 2.481 1.255 0.11 -0.31 0.54 -0.7005
N -0.239 -0.901 0.024 -1.27 1.97 -0.17 -0.1001
C 0.695 -1.735 -0.672 0.56 -0.48 -0.51 0.8912
C 0.171 1.286 0.592 -0.75 0.10 -1.26 0.0301
N -1.224 -1.669 0.689 0.12 -0.01 -0.14 -0.6339
O 1.643 -0.989 -1.254 -0.36 -0.10 0.23 -0.6502
N 0.454 0.111 0.921 0.65 -0.62 0.52 -0.4201
O 0.606 -2.928 -0.758 -0.04 0.48 0.18 -0.5621
H 2.245 -1.598 -1.707 -0.09 -0.03 0.05 0.5069
H -1.722 -1.017 1.287 0.10 0.12 -0.07 0.3739
H -0.789 -2.368 1.288 0.17 0.06 -0.17 0.3744
H 1.380 3.018 0.532 -0.05 -0.11 0.02 0.2324
H -1.935 0.815 -0.855 0.18 -0.08 0.15 0.2239
H -0.507 0.673 -1.963 0.05 -0.02 0.11 0.2181
H -1.641 -0.752 -1.729 0.06 0.02 -0.03 0.1837
H -0.040 3.169 1.542 0.07 -0.07 -0.04 0.2252
H 1.361 2.239 2.138 0.08 0.11 0.03 0.1954
```
Forces are in eV/Å.

Output
HOMO-LUMO gap (spin up / spin down)	7.06 / 7.06	eV
relative energy (zero: lowest compared OMol25 entry of this formula, charge and spin)	6.222	eV
2S+1	1
highest occupied orbital energy (spin up / spin down)	-6.9 / -6.9	eV

What did the third record say?
Density functional theory data (wB97M-V/def2-TZVPD) for a cluster of 2 separate species, C4H9N3O in total at a distorted geometry.

```
17
Properties=species:S:1:pos:R:3:forces:R:3:nbo_charge:R:1
H 0.826 -2.117 0.946 0.10 0.04 0.59 0.3673
N 0.342 -1.335 1.378 1.08 -1.07 -1.82 -0.9280
C -0.410 -0.654 0.583 -0.47 4.02 3.05 0.5664
N -1.799 -0.779 0.758 0.05 0.41 -1.10 -0.8758
C -0.011 1.083 0.466 -0.69 -1.93 1.40 -0.3617
C 1.053 1.542 1.121 0.09 -0.21 -0.95 -0.3460
H -2.311 0.087 0.644 -0.13 -0.21 0.15 0.3694
H -2.032 -1.320 1.581 0.14 0.11 -0.26 0.4085
H -0.781 1.766 0.106 0.01 -0.03 -0.13 0.1812
H 1.310 2.597 1.162 -0.27 0.00 0.06 0.1949
H 1.834 0.865 1.460 -0.35 -0.19 0.23 0.2213
N -0.182 -0.790 -1.384 0.74 0.63 -0.74 -0.7880
C 0.781 0.279 -1.693 0.95 -2.76 -1.00 0.5533
O 1.964 0.026 -1.629 -1.47 0.70 -0.01 -0.5306
H 0.192 -1.729 -1.523 0.00 0.38 -0.08 0.4179
H -1.114 -0.666 -1.771 0.20 -0.07 0.06 0.4036
H 0.338 1.145 -2.203 0.03 0.19 0.55 0.1462
```
Forces are in eV/Å.

Output
HOMO-LUMO gap	7.96	eV
structure (SMILES)	[H]/N=C(\N)C=C.NC=O
relative energy (zero: lowest compared OMol25 entry of this formula, charge and spin)	4.856	eV
2S+1	1
highest occupied orbital energy	-7.5	eV